w | {
  "formula": "C4H6S",
  "method": "the ωB97M-V functional and the def2-TZVPD basis",
  "species": ["S", "C", "C", "C", "C", "H", "H", "H", "H", "H", "H"],
  "coordinates": [[2.160, 0.337, -0.234], [-1.666, 0.714, -1.405], [0.454, 0.594, 0.528], [-0.704, 1.028, -0.467], [0.248, -0.833, 0.960], [1.145, -0.194, -1.574], [-2.720, 0.550, -1.845], [-0.998, -1.215, 0.966], [0.890, -1.696, -0.045], [0.301, 1.375, 1.282], [0.890, -0.660, 1.834]],
  "gap_ev": 8.66,
  "total_charge": 0,
  "e_homo_ev": -8.9
}

---

x | {
  "formula": "C4H6S",
  "method": "the ωB97M-V functional and the def2-TZVPD basis",
  "species": ["S", "C", "C", "C", "C", "H", "H", "H", "H", "H", "H"],
  "coordinates": [[0.023, -0.701, -0.050], [1.392, 0.449, -0.202], [2.701, 0.243, 0.119], [-1.352, 0.415, 0.059], [-2.706, 0.249, 0.007], [-3.278, -0.800, -0.190], [2.230, -0.833, 0.808], [1.012, 1.578, -0.448], [3.782, 0.669, 0.014], [-3.509, 1.075, 0.394], [-0.826, 1.386, 0.326]],
  "gap_ev": 9.41,
  "total_charge": 0,
  "e_homo_ev": -8.4
}

---

Energetically preferred structure: x | next structure: +3.353 eV

---

w | {
  "formula": "C4H6S",
  "method": "the ωB97M-V functional and the def2-TZVPD basis",
  "species": ["S", "C", "C", "C", "C", "H", "H", "H", "H", "H", "H"],
  "coordinates": [[-1.284, -0.064, 0.015], [0.248, -2.605, -0.153], [-0.174, 1.178, 0.554], [0.184, -1.252, -0.194], [-0.368, 2.546, 0.173], [-0.598, -3.198, 0.315], [0.338, 0.948, 1.509], [1.044, -2.882, -1.081], [1.092, -0.965, -0.789], [0.492, 3.334, 0.317], [-0.973, 2.961, -0.667]],
  "smiles": "C=CSC=C",
  "gap_ev": 9.18,
  "total_charge": 0,
  "e_homo_ev": -8.6
}

---

x | {
  "formula": "C4H6S",
  "method": "the ωB97M-V functional and the def2-TZVPD basis",
  "species": ["S", "C", "C", "C", "C", "H", "H", "H", "H", "H", "H"],
  "coordinates": [[-3.471, -0.263, -0.058], [-2.025, 0.469, 0.000], [-0.713, -0.079, -0.025], [1.725, -0.389, -0.035], [0.470, 0.476, -0.104], [-2.017, 1.544, 0.282], [2.154, -0.335, 1.072], [0.500, 1.473, -0.320], [2.804, -0.203, -0.637], [1.419, -1.470, -0.266], [-0.845, -1.222, 0.090]],
  "smiles": "C/C=C/C=S",
  "gap_ev": 8.00,
  "total_charge": 0,
  "e_homo_ev": -8.7
}

---

Energetically preferred structure: x | next structure: +1.709 eV